--- a ---
Computed, not measured: one molecule with the formula C3H3N5, with wB97M-V/def2-TZVPD.

The geometry in ORCA input format:
```
! wB97M-V def2-TZVPD RIJCOSX def2/J DEFGRID3
* xyz 0 1
C 0.305 1.564 -0.279
N -0.064 -1.136 2.229
N 0.748 0.696 0.691
H -0.318 -1.497 -2.299
H 0.207 -0.614 3.190
H 0.909 2.619 -0.165
C 0.092 -0.762 1.019
N -0.663 1.436 -1.146
N -0.772 0.303 -1.721
N -0.172 -1.610 -0.171
C -0.272 -0.999 -1.347
*
```

Summary:
Kohn-Sham gap: 0.2769 Ha
LUMO energy: -0.0789 hartree

---

--- b ---
Computed, not measured: C3H3N5 as an isolated structure, with wB97M-V/def2-TZVPD.

The geometry in ORCA input format:
```
! wB97M-V def2-TZVPD RIJCOSX def2/J DEFGRID3
* xyz 0 1
H -1.334 0.838 -1.765
H 2.493 0.353 0.425
C 1.480 -0.093 0.290
N 1.064 -0.763 -0.610
N 0.747 0.282 1.383
N -1.128 -1.651 -0.681
C -0.862 0.599 -0.882
N -0.772 1.486 0.032
N -0.334 1.052 1.210
H -0.608 -2.596 -0.698
C -0.216 -0.745 -0.625
*
```

Summary:
Kohn-Sham gap: 0.3466 Ha
LUMO energy: -0.0350 hartree

---

--- c ---
Computed, not measured: one molecule with the formula C3H3N5, with wB97M-V/def2-TZVPD.

The geometry in ORCA input format:
```
! wB97M-V def2-TZVPD RIJCOSX def2/J DEFGRID3
* xyz 0 1
N -0.906 -0.444 1.081
H -1.751 -0.646 1.593
H -0.847 -2.257 -0.061
C -0.583 -1.174 0.017
C 0.377 0.855 -0.183
N 1.126 -0.422 -1.822
N -0.541 0.939 0.928
N 1.302 1.570 -0.750
H -0.082 1.320 1.810
N 1.718 0.691 -1.822
C 0.186 -0.431 -0.790
*
```

Summary:
Kohn-Sham gap: 0.3463 Ha
LUMO energy: -0.0024 hartree

---

--- d ---
Computed, not measured: one molecule with the formula C3H3N5, with wB97M-V/def2-TZVPD.

The geometry in ORCA input format:
```
! wB97M-V def2-TZVPD RIJCOSX def2/J DEFGRID3
* xyz 0 1
C -0.068 0.602 -0.088
H 1.758 -1.999 0.438
N -1.244 -1.091 -0.166
C 0.058 -0.693 -0.116
N 2.066 0.110 0.157
C 1.209 1.144 -0.034
N -1.976 -0.032 0.229
N -1.312 1.111 -0.020
N 1.348 -1.016 -0.042
H 1.833 2.130 -0.249
H -2.961 -0.018 0.130
*
```

Summary:
Kohn-Sham gap: 0.3419 Ha
LUMO energy: 0.0115 hartree

---

Which one sits at the top of the stability order? c does.